No. 1
Density functional theory data (ωB97M-V/def2-TZVPD) for a 2-piece molecular cluster, C4H9NO2 overall.

Summary:
LUMO (eV): 0.927
Orbital gap (eV): 10.857
Energy above the lowest of the compared OMol25 structures with the same formula, charge and spin (eV): 0.732
HOMO (eV): -9.930
Electronic energy (eV): -9879.328

```
! wB97M-V def2-TZVPD RIJCOSX def2/J DEFGRID3
* xyz 0 1
O 1.058 1.040 -1.705
H 1.505 1.190 1.040
C -1.454 1.060 0.586
C 0.837 0.410 0.663
C 0.382 0.806 -0.741
H -0.774 -0.754 1.550
H -0.386 0.717 2.462
H -2.468 0.660 0.602
N 0.562 -1.817 -1.508
H 0.986 -1.369 -2.315
H -1.487 2.120 0.859
H 1.404 -0.521 0.638
C -0.460 0.289 1.459
H 1.312 -2.263 -0.990
H -0.056 -2.543 -1.851
O -0.962 0.975 -0.749
*
```


No. 2
Density functional theory data (ωB97M-V/def2-TZVPD) for one molecule with the formula C4H9NO2.

Summary:
LUMO (eV): 0.474
Orbital gap (eV): 9.195
Energy above the lowest of the compared OMol25 structures with the same formula, charge and spin (eV): 5.207
HOMO (eV): -8.722
Electronic energy (eV): -9874.854

```
! wB97M-V def2-TZVPD RIJCOSX def2/J DEFGRID3
* xyz 0 1
H -2.718 -0.319 1.912
C 0.810 0.348 -0.613
H -1.126 -0.153 -1.416
H 1.102 -0.124 1.258
H 2.302 -1.700 0.276
H 1.508 -1.067 -1.184
O -1.125 -0.214 0.661
C 2.480 -0.824 -0.374
H -3.144 0.079 0.226
C -0.689 0.353 -0.541
H -2.389 1.317 1.270
O 3.533 -0.456 -0.871
N 1.600 0.272 0.460
H -0.980 1.418 -0.603
H 1.246 0.825 -1.490
C -2.410 0.244 1.028
*
```